DFT (ωB97M-V with the def2-TZVPD basis set) results for the molecule C5H6O3 at a distorted geometry.

Geometry (Å):
O 2.55606 -0.28768 -0.68748
C 1.68385 0.41198 0.44121
C 0.36340 -0.02556 0.39936
O -0.14958 -1.27175 0.46458
C -1.39748 -1.41949 -0.06445
C -1.94790 -0.13400 -0.27229
C -0.80331 0.62970 -0.02377
O -0.78789 1.94716 -0.00115
H 2.03945 -1.27271 -0.73026
H 2.03468 0.57492 1.54676
H 1.72944 1.48651 -0.20441
H -1.53771 -2.52192 -0.21188
H -2.87558 -0.24595 -1.07912
H -1.73032 2.10142 -0.40903

Results
Max |F|, Eh/bohr: 0.1490
Lowest unoccupied orbital energy, Eh: 0.0256
Relative energy (zero: lowest compared OMol25 entry of this formula, charge and spin), kJ/mol: 467.6
SMILES: OCc1occc1O
HOMO energy, eV: -8.10
2S+1: 1